# C22H48O12

4 unconnected molecules or ions with the total composition C22H48O12 in a non-equilibrium geometry (ωB97M-V/def2-TZVPD, the Open Molecules 2025 dataset).

Output
LUMO energy: 0.58 eV
gap between HOMO and LUMO: 9.97 eV
E_HOMO: -9.389 eV
DFT total energy: -48157.182 eV
molecular weight: 504.614 g/mol

Geometry as ORCA input:
```
! wB97M-V def2-TZVPD RIJCOSX def2/J DEFGRID3
* xyz 0 1
H -0.1188 1.8090 1.9857
H -2.7929 8.2983 -0.5720
C -4.3239 -5.3409 4.8440
H -4.3186 -5.3789 5.9395
C 0.3171 0.5380 0.2513
H -4.2082 8.1520 -1.6248
O -3.0214 -5.2063 4.3106
C 0.9569 4.2257 -3.4857
H 0.1435 -2.6868 1.7492
H 0.4277 5.1512 -5.8793
H -7.1564 -6.1415 5.5156
O -2.6025 7.0418 -2.1966
H 0.2919 3.8886 -4.2861
H 5.6217 0.5426 -0.7693
H -7.2396 -7.6950 6.3838
C 4.9203 0.0109 -1.4171
H 3.1427 0.0415 -3.4305
H 2.2820 -0.5901 -1.9348
C 0.8645 -3.4328 -0.9133
H 0.9415 -3.6361 -1.9890
H 5.4998 -0.0722 -2.3577
H -2.3661 -3.6065 5.4463
O 2.0385 -2.9318 -0.3513
H 0.3041 0.6621 -0.8347
C 2.1029 5.0969 -3.9233
H -1.4076 -4.2696 2.6398
H -7.5014 -7.6962 4.6537
C -4.9637 -6.6006 4.2959
H 2.0142 1.0322 -2.5216
C -1.6326 6.1592 -1.7160
C -3.3887 7.5988 -1.1699
H 1.2315 -2.9032 3.0772
C 4.6925 -1.3824 -0.8877
H 4.9303 -4.0724 -1.6019
H 0.5730 -1.2801 2.7129
H 0.1122 3.9461 0.6224
C 3.9720 -3.5332 -1.6648
H -1.2364 5.5643 -3.7584
H 3.8022 -3.5300 0.4620
C 0.3270 1.8689 0.9905
O 1.7697 6.2413 -4.6868
H 2.5472 5.5041 -3.0150
O 3.5223 0.7603 1.3923
C -0.2955 3.0124 0.2274
H 0.5239 6.8940 -6.1653
C -1.2081 -3.8619 3.6357
H -1.3792 3.0312 0.3345
H 2.8947 -4.8245 -0.3215
H -5.7124 -6.3530 3.5284
O 1.7426 2.1062 1.1052
H -1.0494 6.5954 -0.8892
H -2.0468 5.2210 -1.3151
H -0.1192 6.7611 -3.0999
O -0.8022 -2.5135 3.5667
O 4.1986 -2.1693 -1.9518
H 5.6450 -1.7861 -0.5208
H -4.9092 -4.4706 4.5180
H 2.8617 4.4897 -4.4394
H -3.8196 6.8233 -0.5273
O -5.5431 -7.4173 5.2906
H 1.8526 5.7680 -6.6763
C -0.6848 5.8570 -2.8548
O 1.5756 -0.0503 0.5989
H -3.2132 -3.1690 3.9441
C 0.3393 -2.3388 2.7781
C 2.3960 0.9285 1.0688
H 3.4461 -3.9177 -2.5416
O 3.7918 0.8166 -1.6141
C 1.1010 6.0109 -5.9151
H -4.2791 -7.2518 3.7455
H -0.4531 -0.1802 0.5271
H 0.1128 -2.6431 -0.8201
H 3.9427 -1.3536 -0.0910
C -6.9378 -7.2096 5.4567
H 0.4716 -4.3097 -0.3837
H -0.0246 3.0276 -0.8266
H -0.4651 -4.4197 4.2132
C -2.5174 -3.8869 4.3974
O 0.1792 4.8171 -2.4443
H 1.3674 3.3327 -3.0075
C 2.7809 0.2500 -2.4211
C 3.1658 -3.7631 -0.3953
*
```